Entry 1:
The following is a DFT calculation (wB97M-V/def2-TZVPD) of C45H83IN16NbO2S as an isolated structure.

```
! RIJCOSX wB97M-V def2-TZVPD def2/J DEFGRID3
* xyz -1 1
C 2.57838 1.17137 5.92557
C 1.72541 0.49021 4.84777
C 2.47045 0.19947 3.52841
N 2.17290 1.27639 2.57000
Nb 0.77578 1.03503 1.04238
N -0.65753 0.80725 -0.51741
C -0.34213 2.86090 1.84778
C 0.43522 4.19640 1.89586
C 1.38878 4.30063 3.10184
C 2.82739 4.58271 2.72111
N 3.58570 4.99756 3.92184
C 1.79297 -0.85544 0.16417
C 3.31441 -1.04340 0.35910
C 3.66790 -2.37706 1.05829
C 5.04131 -2.34691 1.67616
O 5.99365 -1.77328 1.17488
O 5.18575 -3.08448 2.82971
C 5.73327 -2.40751 3.96681
C 4.87942 -2.81236 5.18026
C -0.55587 -0.44549 2.20959
S -2.16740 0.22208 2.76693
C -3.51553 -0.55789 1.81235
C -4.03743 -1.83005 2.50929
C 2.04739 2.28449 -0.42529
C 1.42520 2.60595 -1.76905
C 2.48642 3.23568 -2.71818
I -0.18675 4.02767 -1.72706
H 1.99289 1.96185 6.38811
H 3.50607 1.58213 5.54253
H 2.77075 0.46882 6.72326
H 0.83259 1.05483 4.60332
H 1.35903 -0.46417 5.23173
H 3.53480 0.22405 3.75160
H 2.19893 -0.78846 3.16469
H 3.06637 1.61130 2.22735
H -1.56846 0.71598 -0.07637
H -0.44905 -0.01568 -1.06973
H -0.68469 2.69777 2.86894
H -1.21559 3.00306 1.21060
H -0.30501 4.98792 2.06094
H 0.93912 4.47027 0.97574
H 1.09341 5.14663 3.72111
H 1.32795 3.41802 3.73311
H 3.26996 3.69209 2.27662
H 2.85168 5.42326 2.04052
H 4.51229 5.28958 3.63605
H 3.72539 4.19474 4.52492
H 1.62401 -0.81823 -0.90549
H 1.29480 -1.75949 0.52792
H 3.80102 -1.08823 -0.61220
H 3.80438 -0.22310 0.87819
H 3.73763 -3.13036 0.27614
H 2.95109 -2.67035 1.81491
H 6.75246 -2.73586 4.16629
H 5.78583 -1.33583 3.82494
H 3.96582 -3.24240 4.79837
H 5.38780 -3.48965 5.85470
H 4.66464 -1.91604 5.74781
H -0.78713 -1.24159 1.50208
H -0.10088 -0.94493 3.06825
H -4.30851 0.18221 1.81970
H -3.25845 -0.73803 0.77702
H -3.75934 -1.81782 3.55460
H -3.62777 -2.71281 2.02836
H -5.12578 -1.84319 2.47824
H 2.50843 3.15619 0.04109
H 2.88967 1.62642 -0.66986
H 1.09992 1.71568 -2.27262
H 3.43407 2.73725 -2.54695
H 2.17194 3.03274 -3.74464
H 2.54940 4.31089 -2.61148
C -0.16646 8.13581 0.31129
C 1.23703 7.75005 0.34691
N 2.34045 7.43264 0.36440
H -0.77643 7.31190 0.67798
H -0.32558 9.00976 0.93975
H -0.45896 8.36799 -0.71053
C 1.92272 -0.35279 -5.46474
C 1.37211 -0.36775 -4.11900
N 0.84940 -0.38184 -3.09570
H 1.12783 -0.11410 -6.16345
H 2.70956 0.39535 -5.54401
H 2.33055 -1.33050 -5.71187
C -4.08677 4.04628 -2.31151
C -4.31310 5.48556 -2.36367
N -4.49712 6.61933 -2.40464
H -3.04857 3.82250 -2.55071
H -4.30594 3.67197 -1.31381
H -4.73321 3.54664 -3.03019
C -2.18005 -1.63933 -3.59040
C -3.00264 -1.66615 -2.38768
N -3.57661 -1.76726 -1.39680
H -2.79508 -1.44923 -4.46608
H -1.42710 -0.85727 -3.49955
H -1.68089 -2.60221 -3.70132
C 0.10489 -3.58066 6.86346
C 1.53467 -3.43112 7.10163
N 2.66034 -3.30079 7.29288
H -0.18740 -4.61555 7.03366
H -0.44859 -2.93148 7.53881
H -0.13211 -3.30576 5.83742
C -6.03645 2.15118 -5.78487
C -4.69574 1.60335 -5.62678
N -3.64243 1.16348 -5.50173
H -6.77501 1.42437 -5.45759
H -6.14306 3.05457 -5.18804
H -6.20887 2.39451 -6.83210
C 8.76469 -5.12126 4.69634
C 8.38102 -4.97304 6.09689
N 8.08127 -4.86281 7.20008
H 9.78367 -5.49702 4.63322
H 8.09370 -5.82058 4.20263
H 8.70619 -4.16003 4.19047
C -1.16173 -4.24726 -0.58614
C -0.22164 -4.92124 -1.47402
N 0.50263 -5.45361 -2.19021
H -2.18236 -4.49108 -0.87427
H -1.00177 -4.57539 0.43888
H -1.02492 -3.16812 -0.64074
C -3.83649 -5.37142 -4.82885
C -4.28894 -4.01311 -5.10400
N -4.63224 -2.93850 -5.32021
H -3.60982 -5.47500 -3.76966
H -4.61558 -6.08081 -5.09892
H -2.94037 -5.58590 -5.40716
C -1.32693 -3.10414 11.21407
C -1.35846 -2.12429 10.13523
N -1.38219 -1.34863 9.28829
H -0.31821 -3.49699 11.32351
H -1.63008 -2.63362 12.14671
H -2.00754 -3.92238 10.98879
C -2.12252 -0.75776 -7.56918
C -0.71056 -0.69984 -7.92104
N 0.40463 -0.63498 -8.19959
H -2.36381 0.03205 -6.85618
H -2.71176 -0.62444 -8.47274
H -2.35871 -1.72210 -7.12286
C -0.70075 0.17083 -11.71981
C -1.85745 -0.42211 -11.06300
N -2.76554 -0.89883 -10.54536
H -0.12548 -0.60594 -12.21839
H -1.02995 0.90286 -12.45420
H -0.07190 0.65861 -10.97776
C -10.14042 0.15743 -6.30206
C -9.32520 0.58274 -5.17125
N -8.68085 0.91784 -4.28122
H -10.64971 1.01688 -6.73252
H -9.50761 -0.30070 -7.05933
H -10.88019 -0.56714 -5.96931
*
```

Results of the Mulliken charge analysis, in e, for atoms 1 through 5: C -1.675; C 0.165; C -0.177; N 0.242; Nb -1.135

Entry 2:
The following is a DFT calculation (wB97M-V/def2-TZVPD) of a 15-piece molecular cluster, C45H86O45 overall.

```
! RIJCOSX wB97M-V def2-TZVPD def2/J DEFGRID3
* xyz 0 1
C -0.29070 6.49410 -7.31853
C -0.53130 4.97774 -7.03676
O -1.22480 4.69563 -8.21489
C -1.10718 5.59327 -9.13514
O -1.49152 5.50569 -10.27196
O -0.46824 6.63246 -8.69038
H 0.73433 6.78853 -7.09335
H -1.02399 7.15840 -6.86124
H -1.15335 4.84534 -6.15152
H 0.34880 4.33524 -7.00985
C -9.58771 -2.47746 8.46901
C -8.77764 -3.59024 9.14315
O -7.82274 -3.87227 8.11524
C -7.73151 -2.91685 7.22825
O -6.82427 -2.83124 6.38868
O -8.76193 -2.05821 7.43721
H -9.84571 -1.60772 9.07324
H -10.60029 -2.74502 8.16702
H -9.26422 -4.53498 9.38570
H -8.31950 -3.02307 9.95341
C 5.92750 5.98610 -4.09550
O 5.47187 7.20459 -3.56903
C 5.33155 7.48734 -2.30361
O 5.69079 6.78734 -1.35808
O 4.86807 8.77884 -2.22768
C 4.78694 9.42490 -1.00992
H 6.74443 5.63613 -3.46443
H 6.34796 6.10514 -5.09407
H 5.17821 5.19751 -4.02643
H 4.50724 10.44516 -1.27248
H 5.69368 9.52603 -0.41351
H 4.04598 8.92328 -0.38747
C 0.72945 -11.71362 6.37918
O -0.22807 -10.64105 6.32076
C 0.15948 -9.34521 6.58457
O 1.25666 -8.91706 6.97607
O -0.84287 -8.56655 6.22141
C -0.62802 -7.14672 6.10001
H 0.99144 -11.89304 7.42189
H 1.51183 -11.40494 5.68585
H 0.15832 -12.50581 5.89509
H -0.02726 -6.83343 6.95384
H -1.44450 -6.42614 6.14703
H -0.00936 -7.05605 5.20720
C 12.55164 -0.62130 5.78067
O 12.58431 -0.56425 4.32068
C 11.70029 0.23964 3.67185
O 10.79027 0.89822 4.18788
O 11.93868 0.06512 2.36454
C 11.00233 0.60827 1.46707
H 12.94501 0.29089 6.22929
H 13.09686 -1.48954 6.15082
H 11.52473 -0.83015 6.08054
H 11.55034 0.82178 0.54936
H 10.69647 1.58500 1.84198
H 10.08864 0.03927 1.29529
C 4.48124 -9.43067 -1.83074
O 5.10566 -8.12569 -1.81909
C 4.54945 -7.15673 -1.01321
O 3.66871 -7.27771 -0.18240
O 5.23443 -6.00139 -1.23173
C 6.41405 -5.83688 -2.00942
H 4.10115 -9.83589 -0.89296
H 5.19361 -10.13374 -2.26238
H 3.67811 -9.50258 -2.56418
H 6.70234 -4.78614 -1.97867
H 6.31762 -6.20655 -3.03028
H 7.22561 -6.37120 -1.51547
C 4.46967 8.48876 8.63921
O 5.18049 7.84453 7.51636
C 4.49969 7.20500 6.56469
O 3.25984 7.16425 6.45348
O 5.43257 6.63500 5.80388
C 5.21978 5.53430 5.02604
H 4.09730 7.67059 9.25569
H 3.60606 9.02342 8.24368
H 5.14354 9.17941 9.14616
H 4.71019 4.73521 5.56444
H 6.17894 5.06608 4.80492
H 4.61624 5.78811 4.15459
C -5.94042 -0.61893 -5.98758
O -7.20959 -0.92568 -5.53644
C -8.22360 -1.09970 -6.41693
O -8.16400 -0.91794 -7.62731
O -9.26947 -1.70613 -5.69925
C -10.54291 -1.96815 -6.30285
H -5.70048 -0.85089 -7.02523
H -5.16061 -1.20162 -5.49722
H -5.72012 0.42529 -5.76581
H -10.50215 -1.84606 -7.38522
H -11.32925 -1.32070 -5.91481
H -10.99188 -2.92727 -6.04475
C -0.29127 6.59338 0.80248
O -1.01619 7.84253 0.72440
C -1.23659 8.33130 -0.57675
O -1.02396 7.77703 -1.62749
O -1.74263 9.64348 -0.42283
C -2.57439 10.21443 -1.41255
H 0.33980 6.43503 1.67700
H 0.35807 6.32704 -0.03149
H -1.03705 5.80057 0.86023
H -2.94151 11.16699 -1.03052
H -3.47857 9.62129 -1.54929
H -2.10267 10.35596 -2.38495
C -7.05110 -7.81310 3.75494
O -6.58773 -7.09578 2.64517
C -7.25403 -7.22280 1.47070
O -8.25357 -7.92255 1.22645
O -6.79430 -6.28481 0.64918
C -7.27967 -6.25353 -0.63954
H -8.12855 -7.68819 3.86270
H -6.57313 -7.63254 4.71777
H -6.85303 -8.87436 3.60462
H -7.37011 -7.26235 -1.04228
H -6.64987 -5.67641 -1.31658
H -8.25259 -5.76684 -0.70784
C 2.51349 0.69012 -1.33793
O 1.47975 0.16367 -0.53176
C 0.46812 -0.42691 -1.09719
O 0.27289 -0.61060 -2.31645
O -0.32802 -0.90830 -0.08592
C -1.37796 -1.68888 -0.36419
H 2.95044 0.01895 -2.07731
H 3.37239 1.02047 -0.75376
H 2.05895 1.51943 -1.87990
H -1.68749 -1.71020 -1.40910
H -2.21897 -1.29110 0.20378
H -1.21797 -2.69724 0.01753
C 9.10125 0.36871 -7.84115
O 8.06650 -0.63723 -8.14942
C 7.12890 -0.91401 -7.17165
O 7.19404 -0.65093 -5.98624
O 6.09339 -1.60431 -7.78067
C 4.97445 -2.05715 -7.04877
H 8.66821 1.36117 -7.96607
H 9.86095 0.23571 -8.61139
H 9.54686 0.22556 -6.85675
H 4.38995 -2.81069 -7.57662
H 4.45727 -1.10838 -6.90571
H 5.38163 -2.49129 -6.13562
C -1.13275 -6.59032 -4.51180
O -2.25571 -6.87681 -5.39546
C -2.45514 -6.05987 -6.46087
O -1.89238 -5.01725 -6.80935
O -3.39530 -6.72134 -7.19842
C -3.64983 -6.15839 -8.41876
H -1.15102 -7.15879 -3.58196
H -0.95745 -5.55278 -4.22740
H -0.22625 -6.75836 -5.09329
H -2.75275 -5.69561 -8.83013
H -4.31517 -5.29839 -8.34249
H -4.17288 -6.88888 -9.03592
C -1.26969 4.91414 8.97612
O -1.90214 4.14098 8.08451
C -1.26063 3.15239 7.55309
O -0.05786 2.87367 7.63186
O -2.17502 2.47371 6.82426
C -1.83060 1.43644 5.84980
H -0.72670 5.69852 8.44886
H -0.49836 4.40064 9.55011
H -2.05878 5.43183 9.52149
H -2.72122 1.29772 5.23688
H -1.44004 0.54633 6.34302
H -1.04979 1.86033 5.21834
C -5.83813 4.27272 1.75166
O -6.57143 4.73312 0.62951
C -6.31808 4.12435 -0.54021
O -5.58666 3.14802 -0.68930
O -6.94113 4.83288 -1.46536
C -6.77856 4.63285 -2.89805
H -4.82078 3.88386 1.70835
H -6.33328 3.43819 2.24815
H -5.87767 5.10095 2.45917
H -6.82533 3.57824 -3.16953
H -5.81287 4.94965 -3.29199
H -7.58225 5.06618 -3.49337
*
```

Results of the Mulliken charge analysis, in e, for atoms 1 through 5: C -0.295; C -0.220; O -0.329; C 0.734; O -0.573

Number 1: Kohn-Sham gap 0.1999 Ha, maximum force 2.15 eV/Å. Number 2: Kohn-Sham gap 0.3866 Ha, maximum force 4.60 eV/Å.